{"formula": "C38H43DyN8P2S4", "method": "ωB97M-V/def2-TZVPD", "orbital_gap_ev": [6.84, 6.86], "fmax_ev_per_a": 2.85, "total_charge": 0, "multiplicity": 6, "symbols": ["Dy", "S", "S", "S", "S", "P", "P", "N", "N", "N", "N", "N", "N", "N", "N", "C", "C", "C", "C", "C", "C", "C", "C", "C", "C", "C", "C", "C", "C", "C", "C", "C", "C", "C", "C", "C", "C", "C", "C", "C", "C", "C", "C", "C", "C", "C", "C", "C", "C", "C", "C", "C", "C", "H", "H", "H", "H", "H", "H", "H", "H", "H", "H", "H", "H", "H", "H", "H", "H", "H", "H", "H", "H", "H", "H", "H", "H", "H", "H", "H", "H", "H", "H", "H", "H", "H", "H", "H", "H", "H", "H", "H", "H", "H", "H", "H"], "positions_angstrom": [[0.479490, 1.412265, -0.880989], [-2.301433, 1.943605, -1.892143], [-0.162507, 0.944066, 1.692795], [0.472267, 3.836967, 0.303588], [1.343178, 0.939538, -3.411816], [1.745637, -1.430892, -0.001213], [-1.615887, -1.022187, -0.504227], [2.830435, 1.740048, -1.411706], [-2.757011, 3.762527, 0.033032], [4.248229, 1.402799, 5.696655], [4.054164, 1.012041, -3.206385], [0.867526, -3.318420, 1.758070], [-1.827985, -3.143979, 1.126388], [-4.429570, 3.329722, -1.453298], [5.195064, 5.143902, 3.980619], [3.506792, 1.981909, 5.031350], [2.741635, -2.700183, -0.997633], [-3.138598, 3.118466, -1.037880], [3.233576, 3.631332, 3.251106], [-2.306401, -3.452622, -1.933765], [1.470831, 3.239813, 1.633922], [5.185633, 1.226978, -2.571201], [-0.542163, -5.863839, 3.961585], [-7.048652, 6.064263, 0.326256], [3.963358, 1.840269, -0.719803], [-0.029877, -4.184378, 2.302264], [2.858269, 1.255120, -2.682111], [-1.203578, -1.620107, -3.203703], [-3.589879, -1.411772, -2.546013], [4.088560, -2.000463, -1.301244], [0.398817, -5.156173, 3.284722], [-0.956248, -2.367183, 0.526831], [2.723287, -0.917520, 1.504663], [-2.232895, -1.897242, -2.055211], [3.000703, -3.924667, -0.093294], [6.371723, 0.962529, -3.381869], [2.537849, 3.997705, 2.098861], [2.050627, -3.032475, -2.320775], [4.293230, 4.497811, 3.718137], [1.044437, 2.031071, 2.265717], [-1.946268, -5.769647, 3.598043], [-5.634059, 5.341013, -1.479321], [-5.839538, 3.990211, 0.485118], [-1.404114, -4.130959, 1.954257], [-5.318910, 4.216153, -0.785250], [5.233175, 1.617939, -1.219797], [-6.688972, 4.922056, 1.059709], [0.442677, -2.540564, 0.753915], [-6.555290, 6.240340, -0.934539], [-2.366464, -4.924220, 2.603129], [2.800172, 2.505753, 3.921805], [1.675328, 1.741418, 3.488962], [-3.097071, -0.679351, 0.508783], [-2.663243, -6.408038, 4.074257], [1.965733, -0.897684, 2.283944], [3.421161, -1.691587, 1.842533], [3.638669, -4.643096, -0.623427], [3.706219, 2.130122, 0.340386], [2.622915, -3.792760, -2.869570], [-2.688157, -0.293482, 1.437974], [-1.332877, -3.814521, -1.514175], [2.003898, -2.184736, -2.988448], [4.578164, -1.675585, -0.394300], [1.323844, 0.933003, 4.087192], [6.139662, 1.904534, -0.688714], [-3.676135, 0.187443, -0.009909], [7.202062, 1.662995, -3.168690], [-3.682772, -1.539507, 0.695862], [6.049558, 0.980860, -4.434843], [2.819681, 4.879692, 1.510574], [3.996553, -1.078542, -1.974625], [-3.731025, -1.829650, -3.522142], [-3.357591, 4.359867, 0.544242], [-7.759209, 6.746680, 0.731444], [-1.791682, 3.641502, 0.391763], [-3.845277, -0.377296, -2.737485], [-2.489461, -3.946181, -2.908572], [6.804401, -0.040196, -3.142928], [-4.305334, -1.867882, -1.895627], [1.484250, -5.232534, 3.508688], [1.088021, -3.505548, -2.152654], [-3.374415, -4.901655, 2.265119], [3.203241, 0.047439, 1.389959], [-5.213674, 5.606875, -2.441962], [-3.180180, -3.699855, -1.328177], [-1.052809, -0.576436, -3.329643], [-4.745504, 2.823621, -2.257930], [-5.532871, 3.079215, 1.001063], [-6.753418, 7.145023, -1.470282], [-0.261661, -6.550924, 4.746083], [-0.265187, -2.024925, -2.961044], [4.734257, -2.701726, -1.846688], [3.531255, -3.658748, 0.766168], [-1.546428, -2.023347, -4.168929], [2.107005, -4.370300, 0.316736], [-7.034937, 4.797105, 2.051714]], "forces_ev_per_a": [[-0.51, -0.30, 0.36], [1.10, -0.08, -0.40], [-0.60, -0.22, -0.08], [0.43, 0.29, -0.59], [-0.09, -0.15, -0.65], [-0.40, 0.42, -0.44], [-0.14, 0.36, -0.78], [-0.67, -0.65, 0.07], [1.94, -0.30, 0.51], [-0.39, 0.28, 0.36], [-0.86, -0.39, -1.70], [-0.81, -0.33, -1.09], [-0.19, -0.25, -0.09], [0.83, -0.25, 1.04], [0.79, 0.80, 0.42], [1.19, -0.61, 0.23], [0.57, 0.60, 0.73], [-2.03, -0.36, -0.41], [-0.18, 0.91, -0.52], [0.28, 0.53, 0.13], [-1.02, -0.43, -0.42], [-0.15, 0.19, 1.03], [-1.10, -0.16, -0.53], [-0.12, -1.15, 0.56], [-0.64, 0.67, 1.97], [0.16, -0.45, 0.45], [1.28, 0.41, 1.45], [-1.44, -0.12, 0.46], [-0.18, -0.35, 0.11], [-0.34, 0.78, -1.18], [0.56, 1.00, -0.09], [0.53, -0.94, 0.09], [-0.33, -1.48, -0.11], [0.93, -0.41, -1.68], [-0.13, -0.22, -1.74], [1.67, -0.51, -0.52], [-0.01, 0.20, -0.40], [0.42, -0.82, 0.35], [-0.79, -1.38, -0.61], [1.22, 0.63, 1.47], [0.91, 0.38, -0.42], [-1.14, 1.65, -0.21], [0.22, -0.43, 0.25], [0.58, 1.42, -0.16], [0.26, -0.33, -0.55], [-0.87, 0.50, -0.59], [0.45, 0.41, -1.12], [0.52, 0.55, 1.76], [0.89, 0.12, -0.34], [1.00, -1.12, 0.75], [-1.76, -1.04, 0.19], [1.20, 1.43, -0.81], [-0.08, 2.53, -1.31], [-0.17, -0.19, 0.34], [-0.03, 0.42, 0.08], [0.14, 0.23, -0.27], [-0.32, -0.09, -0.05], [1.01, -0.10, -1.05], [0.19, 0.05, 0.25], [-0.15, 0.09, 0.25], [-1.08, -0.08, -0.27], [-0.35, 0.42, 0.01], [0.29, -0.04, 0.28], [0.01, -0.55, 0.29], [-0.28, -0.44, -0.07], [0.85, -1.61, 0.92], [-0.50, -0.14, -0.25], [-0.70, -0.79, 0.07], [0.50, -0.01, 0.40], [-0.11, -0.31, 0.47], [-0.19, -1.33, 0.90], [-0.14, -0.70, -0.65], [-0.62, 0.56, 0.24], [-0.26, 0.51, 0.32], [-0.49, 0.01, -0.27], [0.60, 0.51, 0.70], [0.28, 0.52, 0.25], [-0.48, 0.54, -0.22], [-0.97, 0.02, 0.36], [-0.93, 0.10, -0.15], [-0.38, 0.19, -0.05], [-0.66, 0.19, -0.09], [0.01, 0.03, -0.09], [0.17, -0.45, 0.03], [0.39, -0.33, 0.43], [0.04, 1.10, -0.20], [0.07, -0.10, -0.17], [-0.20, 0.23, 0.02], [-0.33, 0.31, -0.29], [0.06, -0.06, 0.01], [1.27, -0.62, 0.18], [0.00, 0.09, 0.21], [1.04, 0.71, 1.37], [0.00, -0.06, 0.39], [-0.14, -0.43, -0.58], [-0.39, -0.22, 0.78]]}